DFT (ωB97M-V with the def2-TZVPD basis set) results for 2 unconnected molecules or ions with the total composition C2H7Cl3Si3.

Its total charge is 0. The calculation puts the strongest force on any atom at 6.45 eV/Å. The multiplicity is 3. The calculation puts the frontier orbital gap (spin up / spin down) at 6.4 / 7.6 eV. For the lowest unoccupied orbital energy (spin up / spin down), the calculation gives 0.46 / -2.27 eV. The calculation puts the total energy at -2329.397856 Ha. The HOMO energy (spin up / spin down) comes out at -5.9 / -9.9 eV.

```
15
Properties=species:S:1:pos:R:3:forces:R:3
C 1.81664 -1.18396 -0.92001 -2.4 -0.8 -5.9
C -0.66809 -0.28513 -0.95833 -1.0 3.3 -0.5
Si 1.01404 0.40251 -1.57701 0.6 -0.9 -0.9
Si 0.05077 -1.86589 -0.63522 2.6 -3.3 -1.3
Si -1.67927 1.34727 2.17175 -0.4 1.8 -1.8
Cl -2.78891 2.05996 3.69446 -0.1 0.1 0.5
Cl -1.97457 -0.64625 2.08325 0.2 -0.2 0.0
Cl 0.26266 1.97214 2.36657 -0.2 -0.5 0.1
H 2.39067 -1.72741 -1.81480 -1.3 1.1 1.7
H 2.45691 -1.22778 -0.18276 3.2 0.1 4.2
H -2.18842 2.14705 0.90807 0.5 -1.2 1.2
H -1.67111 0.12181 -1.02206 0.1 -0.1 0.1
H 1.44469 1.69349 -0.99960 -0.2 0.1 -0.1
H 1.33967 0.35347 -3.16737 -0.8 0.3 1.7
H 0.19433 -3.16128 0.05306 -0.8 0.3 1.1
```
Forces are in eV/Å.

These are the Mulliken partial charges, in e, on atoms 1 to 4: C -0.907; C -0.612; Si 0.343; Si 0.029



DFT (ωB97M-V with the def2-TZVPD basis set) results for C9H12OSi in the gas phase.

Its total charge is 0. The calculation puts the strongest force on any atom at 0.98 eV/Å. The multiplicity is 1. The calculation puts the frontier orbital gap at 10.1 eV. For the lowest unoccupied orbital energy, the calculation gives 0.93 eV. The calculation puts the total energy at -714.913342 Ha. The HOMO energy comes out at -9.2 eV. The SMILES is CC[C@H]1O[SiH2]c2ccccc21. Its energy relative to the best compared isomer or geometry (same formula, charge and spin) is 0.00 kJ/mol.

```
23
Properties=species:S:1:pos:R:3:forces:R:3
C -3.25875 0.58704 -0.14966 0.2 0.0 -0.1
C -1.76751 0.74120 -0.41572 -0.1 -0.2 0.3
C -0.92606 -0.02028 0.61639 -0.3 0.7 0.0
O -1.22347 -1.39920 0.55112 -0.8 0.0 0.2
Si -0.04798 -2.36493 -0.04742 0.6 0.7 0.0
C 1.21187 -0.97068 -0.06406 -0.1 -0.4 0.0
C 2.56160 -0.90062 -0.36424 0.1 0.0 0.0
C 3.23528 0.30310 -0.23992 0.2 -0.1 -0.1
C 2.56447 1.43801 0.18869 -0.1 0.1 0.0
C 1.21285 1.38260 0.48788 0.1 0.1 0.0
C 0.54356 0.17932 0.35668 0.0 -0.4 0.0
H -3.52250 -0.46764 -0.13240 -0.1 0.0 0.0
H -3.83759 1.08248 -0.92606 -0.1 0.0 0.0
H -3.52139 1.02380 0.81208 -0.1 0.0 0.1
H -1.48500 1.79528 -0.39131 0.1 0.0 -0.1
H -1.52307 0.34235 -1.40290 0.1 0.1 -0.1
H -1.19557 0.31975 1.62601 0.1 0.0 -0.1
H -0.39152 -2.86042 -1.38059 0.0 -0.3 -0.2
H 0.20592 -3.42266 0.92360 0.1 -0.4 0.0
H 3.08629 -1.78612 -0.69285 0.1 0.0 0.0
H 4.28899 0.35888 -0.47245 0.1 0.0 0.0
H 3.09836 2.37164 0.29130 0.0 0.1 0.0
H 0.69125 2.26711 0.82580 0.0 0.1 0.0
```
Forces are in eV/Å.

These are the Mulliken partial charges, in e, on atoms 1 to 4: C -1.232; C -0.421; C 0.252; O -0.334



DFT (ωB97M-V with the def2-TZVPD basis set) results for 8 unconnected molecules or ions with the total composition C21H53BO11P.

Its total charge is +1. The calculation puts the strongest force on any atom at 1.90 eV/Å. The multiplicity is 1. The calculation puts the frontier orbital gap at 8.6 eV. For the lowest unoccupied orbital energy, the calculation gives -3.11 eV. The calculation puts the total energy at -2025.472116 Ha. The HOMO energy comes out at -11.8 eV.

```
87
Properties=species:S:1:pos:R:3:forces:R:3
C -0.94621 4.30657 0.11491 -0.1 -0.6 -0.5
C -1.47260 4.20982 -1.34951 0.3 1.0 1.2
O -2.10191 2.95406 -1.59154 0.4 -0.4 0.1
C -1.26485 2.11812 -2.36913 -0.4 0.5 -0.8
C -1.81716 0.69406 -2.44154 0.3 0.4 0.1
P -1.54949 -0.28395 -0.89464 -0.8 0.3 -0.4
C -0.32327 0.47943 0.21294 -0.4 0.1 0.3
C 0.31249 -0.48601 1.23517 0.6 0.0 0.3
C 1.85993 -0.44890 1.22154 0.5 0.3 -0.1
O 2.41334 -0.25507 -0.08655 -0.3 0.0 0.4
B -0.90239 -2.03966 -1.49311 0.7 -1.0 0.0
O -1.70169 -3.14792 -1.47687 0.0 0.8 0.8
O 0.40113 -2.10199 -1.89074 -0.8 0.5 -0.3
C 0.60859 -1.88522 -3.30734 0.8 0.2 0.1
C -3.13546 -0.41964 -0.03271 0.5 0.3 0.2
C -4.30642 -0.72785 -0.70929 0.6 -0.2 -1.8
C -5.51749 -0.86660 -0.09558 -0.5 -0.1 0.6
C -5.56736 -0.69168 1.28194 -0.6 -0.1 -0.2
C -4.42955 -0.35911 1.96719 0.8 0.2 1.0
C -3.19299 -0.21490 1.33261 -0.3 0.0 0.4
H -1.04734 3.30554 0.54819 0.1 0.2 0.1
H -1.55532 4.97754 0.72269 0.2 0.0 -0.1
H 0.11250 4.57780 0.15108 -0.2 0.2 0.1
H -2.19694 5.02276 -1.46621 -0.1 -0.4 -0.3
H -0.64413 4.41641 -2.03707 -0.2 -0.3 -0.2
H -0.21349 2.17112 -2.05928 -0.2 -0.1 0.1
H -1.28191 2.51535 -3.39901 0.2 -0.2 0.1
H -1.33491 0.20549 -3.29634 0.1 -0.1 0.3
H -2.88402 0.72824 -2.69229 0.1 0.0 0.3
H 0.40196 1.00978 -0.41027 0.0 -0.3 0.1
H -0.86203 1.25134 0.77529 0.0 0.0 -0.4
H -0.01474 -1.53087 1.15186 -0.1 0.2 -0.3
H 0.01814 -0.16150 2.24136 -0.1 -0.2 -0.2
H 2.28871 -1.36980 1.63296 -0.3 0.0 -0.2
H 2.24741 0.35555 1.86281 -0.4 -0.1 0.0
H 2.56326 0.69454 -0.15204 0.3 -0.2 -0.3
H -1.44456 -3.71001 -0.72695 -0.2 -0.4 -0.4
H 0.80588 -0.81702 -3.46599 -0.2 -0.2 -0.1
H -0.23688 -2.22059 -3.91760 0.1 0.0 0.1
H 1.51716 -2.42422 -3.58158 -0.3 0.0 0.0
H -4.24459 -0.86469 -1.78990 -0.1 -0.1 0.2
H -6.41560 -1.13391 -0.64500 0.2 0.1 -0.1
H -6.50557 -0.80782 1.81709 0.1 0.0 -0.1
H -4.47563 -0.22137 3.04473 0.0 0.0 -0.1
H -2.30789 0.05294 1.90385 -0.2 -0.1 0.0
C 2.85702 3.32572 -3.55720 0.0 -0.2 -0.1
O 1.57616 2.68639 -3.51145 0.0 0.0 0.1
H 2.76106 4.30885 -3.10412 -0.1 0.0 0.0
H 3.59289 2.74305 -2.99912 0.1 0.1 0.0
H 3.18632 3.43811 -4.59120 0.1 0.1 0.0
H 1.67754 1.82007 -3.91645 0.0 0.1 -0.1
C 5.60497 -1.59517 0.67523 -0.4 -0.2 -0.2
O 4.74587 -2.73464 0.64310 0.0 -0.1 0.2
H 6.54876 -1.88258 1.13084 -0.1 -0.1 0.0
H 5.78774 -1.23983 -0.33838 0.1 0.2 0.1
H 5.14437 -0.80045 1.27035 0.2 0.1 0.0
H 3.92158 -2.45250 0.23516 0.1 0.0 -0.1
C 7.99975 1.13846 -0.78670 -0.1 0.0 0.3
O 6.59456 1.14128 -0.55800 -0.1 0.1 -0.2
H 8.18064 1.02170 -1.85274 -0.1 0.0 0.0
H 8.43366 2.08278 -0.45071 0.2 -0.1 -0.1
H 8.46044 0.30705 -0.25024 0.2 0.1 -0.1
H 6.46443 1.24515 0.38975 0.1 -0.1 0.0
C 9.24383 -0.95902 2.36767 -0.2 0.1 0.3
O 8.16959 -0.02335 2.45978 0.0 0.0 -0.1
H 9.61273 -0.95573 1.34503 0.0 0.0 0.0
H 10.05409 -0.67356 3.04159 0.1 -0.1 -0.1
H 8.89547 -1.96347 2.61987 0.1 -0.1 -0.1
H 7.85578 -0.03891 3.36823 0.0 0.1 0.0
C -6.73678 -4.06341 -2.04561 -0.2 0.1 0.3
O -7.80871 -3.12321 -2.02829 0.2 0.1 -0.1
H -6.30581 -4.07788 -3.04356 -0.1 0.1 0.0
H -5.96700 -3.76879 -1.32559 0.1 -0.2 0.0
H -7.10836 -5.06050 -1.80078 0.2 -0.1 0.0
H -8.18004 -3.12473 -1.14145 -0.1 -0.1 -0.1
C -4.34610 2.99327 3.46105 0.1 -0.1 -0.3
O -3.04473 2.99421 2.87601 0.1 0.0 0.1
H -4.36076 3.70506 4.28178 0.1 0.0 0.0
H -5.08756 3.29040 2.71582 -0.1 0.0 0.1
H -4.58191 1.99838 3.84640 -0.2 0.1 0.1
H -3.06156 2.36030 2.15268 -0.1 0.1 -0.1
C -3.53210 -3.64053 4.07582 0.1 0.2 -0.1
O -3.16494 -3.59325 2.69800 0.0 -0.1 0.0
H -3.90270 -4.63804 4.29484 0.0 0.0 -0.1
H -2.66583 -3.43310 4.70845 -0.1 0.0 0.1
H -4.31977 -2.91132 4.28438 0.0 -0.1 0.1
H -2.85072 -2.70235 2.51965 -0.1 0.0 -0.1
```
Forces are in eV/Å.

These are the Mulliken partial charges, in e, on atoms 1 to 4: C -0.559; C -0.453; O -0.458; C -0.729